1 | This record from OMol25 describes a single C20H28N2O3 molecule. The level of theory is wB97M-V/def2-TZVPD.

HOMO   -0.32160 Eh
SMILES string   CCCCc1nc2cc(C(=O)N3CCC[C@H](OCCC)C3)ccc2o1
Net charge   0

Last column: natural (NBO) charge in e.
Geometry (Å):
C 0.177 1.590 5.167  -0.61
C 0.763 2.799 5.885  -0.39
C 1.236 3.902 4.937  -0.38
C 2.398 3.473 4.034  -0.47
C 1.942 2.664 2.876  0.55
N 0.936 2.920 2.113  -0.50
C 0.920 1.908 1.180  0.14
C 0.070 1.648 0.116  -0.23
C 0.330 0.516 -0.640  -0.12
C -0.497 0.205 -1.852  0.68
O -0.055 0.380 -2.975  -0.63
N -1.754 -0.240 -1.625  -0.43
C -2.271 -0.651 -0.341  -0.21
C -2.325 -2.178 -0.257  -0.41
C -3.148 -2.743 -1.413  -0.41
C -2.560 -2.261 -2.743  0.10
O -1.280 -2.831 -2.853  -0.56
C -0.621 -2.637 -4.091  -0.07
C 0.535 -3.628 -4.178  -0.41
C 0.047 -5.069 -4.257  -0.61
C -2.535 -0.719 -2.742  -0.26
C 1.411 -0.324 -0.354  -0.19
C 2.265 -0.080 0.705  -0.24
C 1.999 1.045 1.462  0.23
O 2.644 1.545 2.549  -0.42
H -0.267 0.904 5.885  0.21
H 0.945 1.049 4.620  0.20
H -0.592 1.901 4.464  0.21
H 1.598 2.479 6.513  0.19
H 0.001 3.223 6.543  0.20
H 0.409 4.221 4.301  0.22
H 1.559 4.756 5.534  0.21
H 2.888 4.368 3.640  0.24
H 3.137 2.897 4.593  0.23
H -0.752 2.308 -0.113  0.23
H -1.643 -0.248 0.455  0.23
H -3.282 -0.238 -0.234  0.19
H -1.312 -2.573 -0.325  0.22
H -2.756 -2.478 0.699  0.21
H -3.126 -3.833 -1.386  0.22
H -4.186 -2.413 -1.339  0.20
H -3.193 -2.596 -3.585  0.17
H -0.235 -1.612 -4.162  0.20
H -1.328 -2.806 -4.918  0.15
H 1.134 -3.383 -5.056  0.20
H 1.159 -3.501 -3.292  0.20
H 0.888 -5.758 -4.269  0.21
H -0.540 -5.224 -5.161  0.20
H -0.577 -5.294 -3.396  0.21
H -2.084 -0.333 -3.657  0.25
H -3.560 -0.344 -2.658  0.20
H 1.575 -1.183 -0.986  0.23
H 3.097 -0.727 0.929  0.23

2 | This record from OMol25 describes a single C20H28N2O3 molecule. The level of theory is wB97M-V/def2-TZVPD.

HOMO   -0.30781 Eh
SMILES string   CC(C)CCOc1ccc(C(=O)NC[C@H](c2ccco2)N(C)C)cc1
Net charge   0

Last column: natural (NBO) charge in e.
Geometry (Å):
C -7.415 -0.028 1.315  -0.61
C -7.089 -0.692 -0.022  -0.21
C -6.729 -2.162 0.186  -0.61
C -6.000 0.066 -0.792  -0.41
C -4.639 0.118 -0.104  -0.07
O -3.781 0.864 -0.948  -0.49
C -2.493 1.056 -0.578  0.32
C -1.914 0.571 0.592  -0.27
C -0.580 0.819 0.863  -0.18
C 0.202 1.558 -0.016  -0.18
C 1.636 1.870 0.229  0.66
O 2.178 2.863 -0.220  -0.63
N 2.296 0.972 1.010  -0.62
C 3.717 1.079 1.234  -0.22
C 4.526 0.587 0.015  -0.11
C 4.117 -0.804 -0.375  0.27
C 4.137 -1.432 -1.587  -0.31
C 3.701 -2.760 -1.358  -0.31
C 3.449 -2.844 -0.026  0.08
O 3.698 -1.669 0.579  -0.43
N 5.957 0.727 0.276  -0.43
C 6.735 0.914 -0.930  -0.41
C 6.517 -0.329 1.094  -0.42
C -0.390 2.063 -1.174  -0.14
C -1.711 1.811 -1.458  -0.26
H -8.287 -0.499 1.763  0.21
H -6.587 -0.126 2.012  0.20
H -7.630 1.029 1.177  0.21
H -7.990 -0.652 -0.644  0.20
H -6.448 -2.626 -0.757  0.21
H -7.581 -2.702 0.592  0.21
H -5.902 -2.266 0.885  0.20
H -5.862 -0.398 -1.771  0.21
H -6.328 1.094 -0.961  0.21
H -4.237 -0.894 0.035  0.17
H -4.718 0.610 0.874  0.17
H -2.494 0.003 1.303  0.21
H -0.165 0.453 1.791  0.21
H 1.881 0.068 1.165  0.40
H 3.969 0.505 2.126  0.20
H 3.960 2.131 1.395  0.24
H 4.284 1.256 -0.817  0.24
H 4.415 -1.000 -2.526  0.23
H 3.592 -3.538 -2.086  0.23
H 3.101 -3.648 0.592  0.20
H 7.764 1.133 -0.647  0.20
H 6.736 0.029 -1.584  0.16
H 6.341 1.764 -1.484  0.20
H 7.507 -0.018 1.426  0.20
H 6.618 -1.283 0.555  0.17
H 5.896 -0.489 1.971  0.20
H 0.216 2.656 -1.842  0.23
H -2.174 2.191 -2.354  0.23

Most stable to least stable, the ends of the list are 1 and 2.

1 | This record from OMol25 describes a molecular structure, C2H5I5Si2. The level of theory is wB97M-V/def2-TZVPD.

HOMO   -0.30160 Eh
Net charge   0

Last column: natural (NBO) charge in e.
Geometry (Å):
C -0.932 -0.693 -0.553  -0.82
C 1.324 1.406 -0.029  -1.00
Si 0.080 0.207 0.773  1.11
Si -3.712 0.472 0.156  0.45
I 2.694 2.057 1.555  0.14
I 0.575 2.977 -1.259  0.17
I -5.399 0.117 -1.594  -0.12
I -3.365 2.801 0.854  -0.14
I -4.329 -0.837 2.211  -0.17
H -1.333 -1.744 -0.146  0.24
H -0.805 -0.532 -1.542  0.18
H 2.007 1.031 -0.806  0.25
H -0.919 0.606 1.879  -0.12
H 0.822 -0.897 1.299  -0.17

2 | This record from OMol25 describes a single C2H5I5Si2 molecule. The level of theory is wB97M-V/def2-TZVPD.

HOMO   -0.34833 Eh
SMILES string   CC[Si](I)(I)[Si](I)(I)I
Net charge   0

Last column: natural (NBO) charge in e.
Geometry (Å):
C -0.429 0.678 -0.654  -0.65
C 0.692 -0.285 -0.341  -0.77
Si 2.436 0.852 -0.101  0.60
I 2.657 2.672 -1.796  -0.12
I 2.452 1.678 2.229  -0.15
Si 4.444 -0.408 -0.122  0.35
I 6.268 1.174 0.328  -0.12
I 4.899 -1.765 -2.213  -0.14
I 4.418 -2.179 1.712  -0.16
H -0.165 1.560 -0.124  0.21
H -0.765 0.909 -1.691  0.23
H -1.321 0.192 -0.245  0.22
H 1.054 -0.938 -1.193  0.23
H 0.434 -1.043 0.513  0.26

Most stable to least stable, the ends of the list are 2 and 1.